(1)
Molecular formula: C3H6ClN3S
Method: DFT, the ωB97M-V functional and the def2-TZVPD basis

Values from the calculation:
Gap between HOMO and LUMO   9.16 eV
LUMO energy   0.60 eV
HOMO level   -8.558 eV
Energy relative to the best compared isomer or geometry (same formula, charge and spin)   94.76 kcal per mole
SMILES   NNC(=S)N/C=C/Cl

Geometry as ORCA input:
```
! wB97M-V def2-TZVPD RIJCOSX def2/J DEFGRID3
* xyz 0 1
N 1.725 0.319 0.071
N 1.251 1.371 0.750
C -0.096 1.308 0.989
S -0.744 2.387 1.841
N -0.830 0.268 0.339
C -0.653 -0.589 -0.823
C -1.160 -1.818 -0.854
Cl -1.128 -2.702 -2.467
H 1.916 -0.197 0.876
H 1.547 0.003 -0.859
H 1.843 2.015 1.160
H -1.880 0.025 0.666
H -0.170 0.010 -1.700
H -1.623 -2.398 0.011
*
```

These are the Löwdin partial charges, in e, on atoms 1 to 8: 0.007, -0.107, -1.008, 0.729, -0.029, -0.276, -0.485, 0.480

(2)
Molecular formula: C28H54BrMnNO2SbSi
Method: DFT, the ωB97M-V functional and the def2-TZVPD basis

Values from the calculation:
Gap between HOMO and LUMO (spin up / spin down)   7.44 / 8.33 eV
LUMO energy (spin up / spin down)   -0.60 / 0.42 eV
HOMO level (spin up / spin down)   -8.032 / -7.917 eV
<S²>   6.40
Energy relative to the best compared isomer or geometry (same formula, charge and spin)   0.00 kcal per mole

Geometry as ORCA input:
```
! wB97M-V def2-TZVPD RIJCOSX def2/J DEFGRID3
* xyz 0 5
Mn -0.056 -0.125 -0.198
C -0.633 -1.853 2.255
C -0.701 -2.723 0.999
C -2.136 -2.892 0.515
C 0.202 -2.182 -0.118
H -1.210 -2.290 3.074
H -1.039 -0.846 2.093
H 0.397 -1.732 2.599
H -0.331 -3.720 1.275
H -2.557 -1.927 0.221
H -2.776 -3.313 1.292
H -2.178 -3.547 -0.357
H 0.064 -2.768 -1.027
H 1.252 -2.285 0.180
Br 1.716 5.874 5.167
C 2.079 4.812 3.645
C 3.186 5.097 2.858
N 3.494 4.393 1.776
C 2.699 3.378 1.448
C 1.569 3.024 2.176
C 1.252 3.761 3.308
C 0.676 1.892 1.750
O -0.323 1.616 2.409
O 1.046 1.275 0.680
H 3.840 5.922 3.113
H 2.964 2.812 0.563
H 0.377 3.503 3.890
C -0.088 -1.382 -3.735
Si 0.895 -0.271 -2.571
C 2.712 -0.904 -2.524
C 2.733 -2.438 -2.518
C 3.486 -0.458 -3.773
C 3.443 -0.390 -1.277
C 0.725 1.531 -3.247
C 1.697 2.506 -2.575
C 0.906 1.579 -4.770
C -0.694 2.017 -2.933
H 0.453 -1.520 -4.676
H -1.061 -0.947 -3.976
H -0.263 -2.367 -3.302
H 2.281 -2.851 -3.422
H 2.219 -2.864 -1.659
H 3.773 -2.783 -2.485
H 2.998 -0.785 -4.695
H 4.483 -0.910 -3.754
H 3.621 0.621 -3.823
H 2.985 -0.761 -0.358
H 3.447 0.699 -1.221
H 4.485 -0.728 -1.290
H 2.736 2.297 -2.828
H 1.607 2.481 -1.486
H 1.482 3.529 -2.904
H 1.906 1.282 -5.084
H 0.742 2.604 -5.122
H 0.186 0.939 -5.284
H -0.824 2.147 -1.856
H -1.467 1.332 -3.296
H -0.868 2.995 -3.397
C -3.791 -0.604 -2.085
C -4.046 0.795 -1.531
C -5.528 0.999 -1.238
Sb -2.687 1.219 0.121
C -2.676 3.377 -0.148
C -1.403 4.025 0.382
C -3.921 4.062 0.405
C -4.017 1.012 1.809
C -3.401 1.572 3.087
C -4.413 -0.449 2.004
H -4.359 -0.765 -3.006
H -4.100 -1.375 -1.375
H -2.734 -0.775 -2.308
H -3.732 1.529 -2.280
H -5.890 0.291 -0.489
H -6.115 0.833 -2.146
H -5.757 2.003 -0.881
H -2.688 3.466 -1.238
H -1.331 3.930 1.467
H -1.395 5.091 0.138
H -0.504 3.579 -0.050
H -3.995 3.959 1.489
H -4.841 3.674 -0.033
H -3.881 5.133 0.185
H -4.900 1.594 1.533
H -2.544 0.976 3.400
H -4.143 1.558 3.892
H -3.044 2.596 2.975
H -3.549 -1.050 2.293
H -4.845 -0.898 1.108
H -5.152 -0.534 2.806
*
```

These are the Löwdin partial charges, in e, on atoms 1 to 8: 0.656, -0.091, -0.502, -0.096, -0.240, 0.084, 0.031, 0.087

(3)
Molecular formula: C13H20CdClN2O6PS2
Method: DFT, the ωB97M-V functional and the def2-TZVPD basis

Values from the calculation:
Gap between HOMO and LUMO   2.58 eV
LUMO energy   -12.18 eV
HOMO level   -14.758 eV

Geometry as ORCA input:
```
! wB97M-V def2-TZVPD RIJCOSX def2/J DEFGRID3
* xyz 2 1
C 4.193 2.953 1.282
C 3.681 2.616 -0.139
O 2.534 1.876 -0.090
C 2.758 0.465 0.085
C 1.794 -0.074 1.133
O 0.510 -0.298 0.573
C 0.265 -1.622 0.187
C 1.427 -2.172 -0.536
N 2.360 -2.481 -1.149
C -0.026 -2.590 1.369
C -0.552 -1.893 2.603
O -1.686 -1.611 2.821
Cl 0.684 -1.528 3.846
C -0.938 -1.546 -0.835
C -0.989 -2.815 -1.513
N -1.005 -3.829 -2.080
C -2.241 -1.261 -0.082
C -3.467 -1.013 -0.956
C -4.433 -0.085 -0.186
S -4.035 1.629 -0.413
O -4.645 2.108 -1.598
O -4.315 2.362 0.770
O -2.416 1.600 -0.564
P -0.508 -0.243 -2.104
S 0.605 -0.875 -3.622
H 3.316 3.212 1.845
H 4.656 2.065 1.672
H 4.879 3.784 1.257
H 4.505 2.030 -0.698
H 3.435 3.615 -0.627
H 2.530 -0.043 -0.842
H 3.774 0.238 0.375
H 1.671 0.691 1.883
H 2.212 -0.925 1.645
H 0.880 -3.109 1.630
H -0.776 -3.291 1.044
H -2.492 -2.063 0.589
H -2.050 -0.407 0.546
H -3.249 -0.514 -1.890
H -4.019 -1.912 -1.173
H -5.474 -0.270 -0.387
H -4.274 -0.272 0.866
H -2.179 2.511 -0.351
H -1.654 0.350 -2.651
H 0.205 0.796 -1.496
Cd 4.512 3.110 -2.262
*
```

These are the Löwdin partial charges, in e, on atoms 1 to 8: 0.012, -0.457, -0.128, -0.133, -0.156, -0.106, -0.441, -0.189

(4)
Molecular formula: C9H15N3S
Method: DFT, the ωB97M-V functional and the def2-TZVPD basis

Values from the calculation:
Gap between HOMO and LUMO   8.49 eV
LUMO energy   0.63 eV
HOMO level   -7.857 eV
Energy relative to the best compared isomer or geometry (same formula, charge and spin)   23.51 kcal per mole
SMILES   Nc1nc(CN2CCCCC2)cs1

Geometry as ORCA input:
```
! wB97M-V def2-TZVPD RIJCOSX def2/J DEFGRID3
* xyz 0 1
N 0.232 -3.842 0.821
C 0.457 -2.854 -0.105
N -0.386 -1.884 -0.340
C 0.070 -1.088 -1.377
C -0.723 0.122 -1.814
N -0.743 1.291 -0.954
C 0.545 1.895 -0.638
C 1.193 1.373 0.647
C 0.227 1.493 1.820
C -1.101 0.786 1.490
C -1.679 1.322 0.173
C 1.271 -1.450 -1.919
S 1.871 -2.870 -1.120
H 1.035 -4.240 1.282
H -0.512 -3.619 1.490
H -0.323 0.407 -2.791
H -1.752 -0.203 -1.944
H 1.217 1.735 -1.476
H 0.390 2.968 -0.536
H 1.435 0.317 0.481
H 2.109 1.923 0.844
H 0.001 2.552 2.013
H 0.671 1.075 2.756
H -1.878 0.962 2.292
H -0.926 -0.303 1.406
H -1.982 2.365 0.326
H -2.548 0.755 -0.107
H 1.829 -0.988 -2.718
*
```

These are the Löwdin partial charges, in e, on atoms 1 to 8: 0.069, -0.709, 0.084, -0.386, -0.145, -0.161, -0.186, -0.187

(5)
Molecular formula: C3H3NOS2
Method: DFT, the ωB97M-V functional and the def2-TZVPD basis

Values from the calculation:
Gap between HOMO and LUMO   8.99 eV
LUMO energy   0.22 eV
HOMO level   -8.773 eV
Energy relative to the best compared isomer or geometry (same formula, charge and spin)   78.57 kcal per mole

Geometry as ORCA input:
```
! wB97M-V def2-TZVPD RIJCOSX def2/J DEFGRID3
* xyz 0 1
C 0.016 -0.139 -1.414
C -0.538 -1.800 0.395
C 0.387 0.382 -0.259
N -0.040 -0.874 1.060
O 1.012 1.468 0.118
S -0.678 -1.740 -1.355
S 0.774 2.073 1.675
H 0.090 0.326 -2.381
H -0.905 -2.710 0.846
H -0.120 3.014 1.316
*
```

These are the Löwdin partial charges, in e, on atoms 1 to 8: -0.402, -0.590, -0.377, 0.062, -0.471, 0.916, 0.847, 0.074

(6)
Molecular formula: C2H5N2O2
Method: DFT, the ωB97M-V functional and the def2-TZVPD basis

Values from the calculation:
Gap between HOMO and LUMO   12.03 eV
LUMO energy   -3.76 eV
HOMO level   -15.784 eV
Energy relative to the best compared isomer or geometry (same formula, charge and spin)   90.81 kcal per mole

Geometry as ORCA input:
```
! wB97M-V def2-TZVPD RIJCOSX def2/J DEFGRID3
* xyz 1 1
C -0.239 -0.311 -0.155
C 1.160 1.008 0.281
N -0.485 -0.572 -1.362
N -0.941 -0.777 0.774
O 0.942 1.524 1.458
O 2.044 0.649 1.233
H 1.378 1.656 -0.665
H -0.083 -0.037 -2.081
H -1.141 -1.298 -1.688
H -0.985 -0.378 1.628
H -1.650 -1.463 0.577
*
```

These are the Löwdin partial charges, in e, on atoms 1 to 8: -0.224, -0.210, 0.213, 0.246, 0.096, 0.127, 0.197, 0.122

(7)
Molecular formula: C5H5N3
Method: DFT, the ωB97M-V functional and the def2-TZVPD basis

Values from the calculation:
Gap between HOMO and LUMO   8.49 eV
LUMO energy   0.84 eV
HOMO level   -7.654 eV
Energy relative to the best compared isomer or geometry (same formula, charge and spin)   30.34 kcal per mole
SMILES   c1cc2[nH]cnn2c1

Geometry as ORCA input:
```
! wB97M-V def2-TZVPD RIJCOSX def2/J DEFGRID3
* xyz 0 1
C 1.942 -0.068 -0.132
C 1.188 1.082 -0.019
C -0.084 0.570 0.204
N -1.431 0.914 0.009
C -2.173 -0.230 -0.109
N -1.438 -1.243 -0.014
N -0.151 -0.800 0.166
C 1.180 -1.221 -0.033
H 3.033 -0.340 -0.173
H 1.426 2.087 0.181
H -1.885 1.755 -0.201
H -3.241 -0.233 -0.066
H 1.635 -2.274 0.189
*
```

These are the Löwdin partial charges, in e, on atoms 1 to 8: -0.152, -0.055, -0.245, 0.120, -0.190, 0.098, -0.060, -0.094